Molecular formula: C29H73B4BrO14
Method: DFT, ωB97M-V/def2-TZVPD

Element x y z (Å)
C1 2.568 -5.696 1.319
C2 1.511 -5.236 0.291
C3 0.690 -4.010 0.742
Br1 -1.191 -4.479 1.105
B1 0.673 -2.826 -0.299
O1 1.370 -1.661 -0.033
B2 0.573 -0.518 -0.208
C4 0.707 0.633 0.848
C5 0.216 0.101 2.215
C6 1.020 0.597 3.420
C7 0.738 2.056 3.723
O2 0.737 2.922 2.898
O3 0.417 2.346 5.011
O4 -0.352 -0.519 -1.239
B3 -0.903 -1.750 -1.616
C8 -2.387 -1.903 -2.055
B4 -2.680 -3.320 -2.707
O5 -3.512 -4.238 -2.108
O6 -2.121 -3.683 -3.911
O7 -0.086 -2.866 -1.448
H1 2.411 -6.740 1.592
H2 2.527 -5.101 2.231
H3 3.575 -5.630 0.907
H4 2.000 -5.013 -0.662
H5 0.823 -6.055 0.086
H6 1.031 -3.645 1.709
H7 1.762 0.918 0.914
H8 0.151 1.519 0.539
H9 -0.841 0.351 2.344
H10 0.273 -0.993 2.235
H11 2.091 0.463 3.241
H12 0.776 -0.005 4.297
H13 0.854 1.728 5.615
H14 -2.658 -1.104 -2.755
H15 -2.985 -1.754 -1.146
H16 -3.451 -4.235 -1.149
H17 -2.316 -3.042 -4.608
C9 -4.387 -1.890 -8.381
C10 -3.597 -2.975 -7.672
C11 -4.092 -4.364 -8.039
O8 -3.648 -2.792 -6.253
H18 -5.443 -1.942 -8.102
H19 -4.020 -0.900 -8.110
H20 -4.325 -2.000 -9.464
H21 -2.538 -2.890 -7.923
H22 -5.141 -4.478 -7.750
H23 -3.513 -5.127 -7.520
H24 -4.017 -4.535 -9.113
H25 -4.569 -2.860 -5.975
C12 -1.924 2.424 7.731
C13 -1.573 0.998 8.118
C14 -2.791 0.089 8.115
O9 -0.917 0.963 9.387
H26 -2.634 2.853 8.444
H27 -1.029 3.047 7.730
H28 -2.369 2.465 6.736
H29 -0.831 0.604 7.418
H30 -3.527 0.443 8.843
H31 -2.511 -0.928 8.386
H32 -3.267 0.072 7.134
H33 -1.532 1.303 10.046
C15 2.797 1.339 -3.868
C16 2.578 2.690 -3.209
C17 3.301 2.797 -1.877
O10 1.182 2.935 -3.046
H34 2.404 0.543 -3.227
H35 2.271 1.287 -4.821
H36 3.856 1.142 -4.044
H37 2.928 3.482 -3.874
H38 2.918 2.046 -1.179
H39 3.131 3.776 -1.428
H40 4.376 2.649 -1.991
H41 0.826 2.245 -2.474
C18 3.174 -0.475 8.550
C19 3.279 -0.145 7.073
C20 4.459 0.757 6.768
O11 2.051 0.450 6.613
H42 3.037 0.440 9.133
H43 2.321 -1.126 8.742
H44 4.081 -0.969 8.899
H45 3.368 -1.070 6.499
H46 4.356 1.708 7.300
H47 4.509 0.976 5.701
H48 5.397 0.294 7.076
H49 1.947 1.246 7.152
C21 9.963 -0.323 7.360
C22 8.686 0.483 7.193
C23 8.804 1.869 7.804
O12 7.571 -0.218 7.748
H50 10.188 -0.458 8.422
H51 9.856 -1.309 6.908
H52 10.811 0.183 6.896
H53 8.450 0.573 6.130
H54 8.997 1.793 8.878
H55 7.880 2.429 7.665
H56 9.623 2.431 7.352
H57 7.730 -0.326 8.693
C24 -2.529 2.451 -3.734
C25 -2.549 2.945 -5.171
C26 -1.590 4.105 -5.379
O13 -3.874 3.305 -5.567
H58 -2.838 3.252 -3.056
H59 -3.216 1.615 -3.599
H60 -1.525 2.133 -3.448
H61 -2.275 2.127 -5.842
H62 -1.875 4.951 -4.747
H63 -1.617 4.437 -6.417
H64 -0.569 3.821 -5.121
H65 -4.171 4.019 -4.993
C27 -8.193 2.069 -9.882
C28 -7.179 1.214 -9.140
C29 -5.858 1.936 -8.943
O14 -6.976 -0.027 -9.818
H66 -7.815 2.323 -10.877
H67 -9.132 1.531 -10.004
H68 -8.389 3.000 -9.347
H69 -7.586 0.933 -8.167
H70 -5.413 2.179 -9.914
H71 -5.156 1.306 -8.399
H72 -5.985 2.864 -8.385
H73 -6.613 0.170 -10.688

Results
* energy: -4875.94341 hartree
* max |F|: 0.93 eV Å⁻¹
* SMILES: CC[C@H](Br)B1OB(CCCC(=O)O)OB(CB(O)O)O1.CC(C)O.CC(C)O.CC(C)O.CC(C)O.CC(C)O.CC(C)O.CC(C)O
* HOMO: -10.032 eV

=====

Molecular formula: C29H75N3O10
Method: DFT, ωB97M-V/def2-TZVPD

Element x y z (Å)
C1 2.126 1.858 0.456
O1 1.823 3.079 -0.202
H1 1.609 1.008 -0.005
H2 3.192 1.663 0.376
H3 1.806 1.846 1.499
H4 0.999 3.496 0.136
C2 1.382 1.150 4.404
O2 0.286 1.013 5.293
H5 1.081 1.661 3.485
H6 2.167 1.726 4.908
H7 1.831 0.195 4.151
H8 -0.132 1.857 5.473
O3 3.773 -1.317 -0.973
H9 3.245 -0.769 -1.568
H10 3.794 -2.183 -1.399
O4 5.616 0.741 -0.753
H11 5.046 -0.053 -0.732
H12 5.767 0.959 0.177
O5 3.716 2.817 -2.174
H13 4.349 2.392 -1.577
H14 2.931 3.042 -1.622
O6 5.319 1.499 2.127
H15 4.676 2.174 2.420
H16 5.802 1.243 2.919
O7 3.607 3.520 2.711
H17 3.706 4.165 1.998
H18 2.725 3.680 3.065
C3 0.031 -0.759 -2.452
C4 -0.061 -2.175 -3.015
C5 -1.517 -2.367 -3.548
C6 -1.726 -3.531 -4.509
C7 -0.762 -3.276 -5.655
C8 0.706 -3.184 -5.255
N1 0.878 -2.266 -4.125
O8 2.204 -2.138 -3.676
C9 1.311 -4.555 -4.887
C10 1.415 -2.619 -6.493
C11 0.124 -3.235 -1.904
H19 -0.090 -0.078 -3.295
H20 0.959 -0.549 -1.921
H21 -0.775 -0.597 -1.731
H22 -2.063 -2.598 -2.627
H23 -1.934 -1.420 -3.894
H24 -2.771 -3.545 -4.832
H25 -1.674 -4.501 -4.008
H26 -1.052 -2.339 -6.137
H27 -0.916 -4.071 -6.390
H28 1.178 -4.816 -3.835
H29 0.995 -5.408 -5.488
H30 2.403 -4.510 -4.926
H31 1.164 -1.568 -6.644
H32 2.500 -2.721 -6.436
H33 1.080 -3.146 -7.387
H34 1.072 -3.309 -1.376
H35 -0.171 -4.231 -2.253
H36 -0.691 -3.125 -1.179
H37 2.509 -1.314 -4.077
C12 0.245 5.493 -1.909
C13 -0.952 4.687 -1.406
C14 -0.927 3.346 -2.155
C15 -1.839 2.332 -1.494
C16 -1.572 2.138 0.007
C17 -1.619 3.459 0.780
N2 -0.747 4.403 0.045
O9 -0.686 5.635 0.754
C18 -3.068 3.933 0.921
C19 -1.030 3.172 2.191
C20 -2.224 5.488 -1.667
H38 1.192 4.984 -1.705
H39 0.314 6.479 -1.443
H40 0.308 5.664 -2.985
H41 -1.311 3.531 -3.161
H42 0.108 3.019 -2.246
H43 -1.776 1.399 -2.064
H44 -2.919 2.473 -1.609
H45 -0.628 1.627 0.197
H46 -2.390 1.512 0.373
H47 -3.754 3.716 0.104
H48 -3.517 3.405 1.769
H49 -3.169 4.979 1.217
H50 -0.619 4.089 2.612
H51 -1.833 2.877 2.868
H52 -0.367 2.308 2.172
H53 -2.294 6.343 -0.994
H54 -3.153 4.934 -1.527
H55 -2.278 5.866 -2.690
H56 0.244 5.887 0.721
C21 -0.066 -1.198 1.534
C22 -1.138 -1.709 2.486
C23 -2.013 -2.625 1.577
C24 -2.955 -3.492 2.417
C25 -2.190 -4.337 3.405
C26 -1.411 -3.423 4.360
N3 -0.535 -2.560 3.516
O10 0.429 -1.869 4.272
C27 -2.273 -2.680 5.392
C28 -0.432 -4.356 5.103
C29 -1.979 -0.541 3.038
H57 -0.481 -0.791 0.608
H58 0.569 -2.012 1.177
H59 0.579 -0.440 1.987
H60 -2.585 -2.137 0.786
H61 -1.349 -3.299 1.024
H62 -3.675 -4.061 1.817
H63 -3.662 -2.779 2.861
H64 -1.530 -5.086 2.973
H65 -2.908 -4.901 4.010
H66 -2.623 -3.377 6.154
H67 -1.598 -2.003 5.920
H68 -3.112 -2.182 4.920
H69 0.390 -4.725 4.489
H70 0.009 -3.955 6.018
H71 -0.938 -5.272 5.430
H72 -1.488 0.020 3.837
H73 -2.992 -0.808 3.347
H74 -2.270 0.236 2.319
H75 -0.077 -1.330 4.907

Results
* energy: -2066.45577 hartree
* max |F|: 1.82 eV Å⁻¹
* SMILES: CC1(C)CCCC(C)(C)N1O.CC1(C)CCCC(C)(C)N1O.CC1(C)CCCC(C)(C)N1O.CO.CO.O.O.O.O.O
* relative energy (zero: lowest compared OMol25 entry of this formula, charge and spin): 0.147 eV
* HOMO: -8.344 eV

=====

What are the HOMO-LUMO gap values for these records? In order: 10.41 8.43 eV.